Entry a
The following is a quantum chemistry calculation of C3H4 in the gas phase, from OMol25.

Computed properties:
SMILES	C=C=C
HOMO level	-9.783	eV
HOMO-LUMO gap	10.922	eV

Bonds (Å) are listed after each position.
Cartesian coordinates (Å):
1 H 1.872 -0.751 -0.567  C6 1.079
2 H -1.884 0.660 -0.645  C3 1.100
3 C -1.301 -0.032 -0.020  H2 1.100, C5 1.318, H7 1.080
4 H 1.834 0.763 0.543  C6 1.072
5 C 0.017 -0.038 -0.026  C3 1.318, C6 1.312
6 C 1.329 -0.013 0.003  H1 1.079, H4 1.072, C5 1.312
7 H -1.866 -0.590 0.711  C3 1.080

Results of the Löwdin charge analysis, in e, for atoms 1 through 5: 0.053 0.061 -0.018 0.051 -0.184

Entry b
The following is a quantum chemistry calculation of C3H4 in the gas phase, from OMol25.

Computed properties:
SMILES	C1=CC1
HOMO level	-9.238	eV
HOMO-LUMO gap	10.562	eV

Bonds (Å) are listed after each position.
Cartesian coordinates (Å):
1 H -1.413 0.185 0.880  C3 1.312
2 H 1.161 1.647 0.085  C4 1.073
3 C -0.599 -0.072 -0.116  H1 1.312, C4 1.532, H6 1.166, C7 1.501
4 C 0.739 0.663 0.013  H2 1.073, C3 1.532, C7 1.302
5 H 1.380 -1.431 -0.018  C7 0.990
6 H -1.282 0.056 -1.053  C3 1.166
7 C 0.791 -0.637 -0.048  C3 1.501, C4 1.302, H5 0.990

Results of the Löwdin charge analysis, in e, for atoms 1 through 5: 0.134 0.088 -0.211 -0.063 0.038

Entry c
The following is a quantum chemistry calculation of C3H4 in the gas phase, from OMol25.

Computed properties:
HOMO level	-8.093	eV
HOMO-LUMO gap	8.077	eV

Bonds (Å) are listed after each position.
Cartesian coordinates (Å):
1 H -0.040 -0.501 0.731  C2 1.160
2 C -0.185 -0.057 -0.330  H1 1.160, C3 1.306, C7 1.375
3 C -1.471 0.120 -0.474  C2 1.306, H5 1.089
4 H 1.560 1.203 -0.232  C7 1.087
5 H -2.010 -0.063 -1.402  C3 1.089
6 H 1.819 -0.582 0.213  C7 1.086
7 C 1.150 0.202 -0.129  C2 1.375, H4 1.087, H6 1.086

Results of the Löwdin charge analysis, in e, for atoms 1 through 5: 0.157 -0.386 0.089 0.068 0.017

entry a is the most stable structure; the next one sits 1.911 eV above it.